1.
A 2-piece molecular cluster, CH6NPS overall in a non-equilibrium geometry. Source: the OMol25 dataset; level of theory: ωB97M-V/def2-TZVPD.

CARTESIAN COORDINATES (ANGSTROEM)
1 C -1.891 0.984 -0.314
2 N 2.308 -2.383 1.058
3 P 2.031 0.241 -0.194
4 S 1.188 -1.553 0.414
5 H -1.880 1.014 -1.341
6 H -1.208 1.714 0.053
7 H -1.712 -0.048 0.032
8 H 3.197 -2.162 0.795
9 H 0.876 0.819 -0.575
10 H -2.909 1.374 0.072

Results
Charge = 0
Frontier orbital gap (alpha / beta) = 0.2829 / 0.2754 hartree
Highest occupied orbital energy (alpha / beta) = -8.63 / -8.76 eV
Energy above the lowest of the compared OMol25 structures with the same formula, charge and spin = 2.968 eV
E_tot = -835.89315 a.u.

=====

2.
A 2-piece molecular cluster, CH6NPS overall in a non-equilibrium geometry. Source: the OMol25 dataset; level of theory: ωB97M-V/def2-TZVPD.

CARTESIAN COORDINATES (ANGSTROEM)
1 C -1.271 0.579 1.066
2 N 1.761 -0.610 -1.021
3 P -2.330 1.601 0.304
4 S 0.506 -1.749 -0.456
5 H -0.125 0.863 1.288
6 H -1.522 -0.309 1.528
7 H 1.510 0.329 -0.652
8 H 1.910 -0.541 -2.015
9 H -1.639 2.758 0.350
10 H 1.200 -2.921 -0.391

Results
Charge = 0
Frontier orbital gap = 0.3310 hartree
Highest occupied orbital energy = -8.91 eV
SMILES = C=P.NS
Energy above the lowest of the compared OMol25 structures with the same formula, charge and spin = 3.079 eV
E_tot = -835.88906 a.u.

=====

3.
One molecule with the formula CH6NPS2 in a non-equilibrium geometry. Source: the OMol25 dataset; level of theory: ωB97M-V/def2-TZVPD.

CARTESIAN COORDINATES (ANGSTROEM)
1 C 0.934 0.630 0.994
2 N -0.672 0.843 -1.126
3 P -0.306 -0.235 0.087
4 S -2.268 -0.957 1.169
5 S 0.615 -1.839 -1.123
6 H 1.358 -0.070 1.805
7 H 1.708 0.784 0.196
8 H 0.600 1.530 1.487
9 H -0.890 1.777 -0.926
10 H -1.222 0.507 -1.856
11 H 0.143 -2.969 -0.708

Results
Charge = 0
Frontier orbital gap = 0.2958 hartree
Highest occupied orbital energy = -8.03 eV
SMILES = C[P@](N)(=S)S
Energy above the lowest of the compared OMol25 structures with the same formula, charge and spin = 1.361 eV
E_tot = -1234.17289 a.u.